A) {
  "formula": "C7H11N2S",
  "method": "ωB97M-V/def2-TZVPD",
  "e_homo_ev": -12.75,
  "lumo_ev": -3.494,
  "gap_ev": 9.26,
  "total_charge": 1,
  "species": ["C", "C", "C", "C", "C", "C", "C", "N", "N", "S", "H", "H", "H", "H", "H", "H", "H", "H", "H", "H", "H"],
  "xyz": [[1.676, -1.579, -0.356], [2.503, -0.787, -1.049], [-1.026, 0.641, -0.625], [-0.748, -0.862, -0.318], [0.904, 0.815, 0.437], [-2.157, 1.055, -1.427], [1.164, 1.339, 1.821], [-0.108, 1.445, -0.173], [0.584, -0.875, 0.393], [2.502, 0.908, -0.816], [1.681, -2.710, -0.533], [3.174, -1.194, -1.647], [-1.551, -1.422, 0.325], [-0.637, -1.301, -1.268], [-2.972, 0.678, -0.903], [-1.926, 0.454, -2.318], [-1.947, 2.063, -1.554], [2.023, 0.913, 2.320], [0.257, 1.050, 2.337], [1.357, 2.340, 1.771], [0.500, -1.297, 1.346]],
  "nbo_charge": [-0.14, -0.32, 0.39, -0.31, 0.34, -0.66, -0.66, -0.47, -0.44, 0.32, 0.26, 0.24, 0.26, 0.25, 0.25, 0.24, 0.26, 0.24, 0.22, 0.26, 0.45]
}


B) {
  "formula": "C7H11N2S",
  "method": "ωB97M-V/def2-TZVPD",
  "e_homo_ev": [-10.86, -12.11],
  "lumo_ev": [-5.272, -3.596],
  "gap_ev": [5.58, 8.51],
  "total_charge": 1,
  "species": ["C", "C", "C", "C", "C", "C", "C", "N", "N", "S", "H", "H", "H", "H", "H", "H", "H", "H", "H", "H", "H"],
  "xyz": [[1.128, -1.058, -2.671], [0.441, -0.212, -1.850], [2.624, -0.080, -1.374], [-2.231, 0.456, 2.000], [-1.665, -0.477, 2.949], [-1.655, 0.395, 0.521], [1.163, 0.994, 0.163], [2.473, -0.921, -2.487], [1.452, 0.376, -0.979], [-0.419, 1.756, 0.383], [0.497, -1.561, -3.433], [-0.586, -0.026, -1.795], [3.555, 0.350, -0.990], [-3.335, 0.336, 1.994], [-2.166, 1.493, 2.483], [-1.654, -0.349, 3.947], [-1.097, -1.289, 2.645], [-1.173, -0.523, 0.374], [-2.400, 0.810, -0.039], [1.978, 1.198, 0.902], [3.069, -1.666, -2.744]],
  "nbo_charge": [-0.02, -0.08, 0.24, -0.50, -0.27, -0.50, -0.11, -0.48, -0.33, 0.28, 0.28, 0.26, 0.26, 0.25, 0.24, 0.18, 0.16, 0.23, 0.24, 0.24, 0.45]
}


Stability, lowest: B)


A) {
  "formula": "C4H10N2O",
  "method": "ωB97M-V/def2-TZVPD",
  "e_homo_ev": -9.39,
  "lumo_ev": 0.963,
  "gap_ev": 10.35,
  "species": ["C", "N", "C", "C", "C", "N", "O", "H", "H", "H", "H", "H", "H", "H", "H", "H", "H"],
  "xyz": [[2.297, 0.244, -0.856], [1.382, -0.613, -0.390], [-0.923, -1.552, -0.150], [-0.115, -0.249, -0.411], [-0.299, 0.942, 0.588], [-1.790, 1.117, 0.804], [1.972, 1.205, -1.509], [3.374, 0.013, -0.713], [1.549, -1.429, 0.194], [-1.692, -1.782, -0.908], [-1.450, -1.493, 0.896], [-0.123, -2.345, -0.051], [-0.482, 0.205, -1.420], [0.184, 0.948, 1.557], [0.200, 1.765, 0.062], [-2.127, 1.917, 0.538], [-1.958, 1.108, 1.768]],
  "nbo_charge": [0.52, -0.63, -0.62, -0.05, -0.26, -0.83, -0.63, 0.12, 0.40, 0.23, 0.22, 0.19, 0.23, 0.19, 0.22, 0.35, 0.35]
}


B) {
  "formula": "C4H10N2O",
  "method": "ωB97M-V/def2-TZVPD",
  "e_homo_ev": -8.08,
  "lumo_ev": 0.977,
  "gap_ev": 9.06,
  "species": ["N", "C", "C", "N", "C", "C", "O", "H", "H", "H", "H", "H", "H", "H", "H", "H", "H"],
  "xyz": [[-1.155, 2.357, -1.745], [-0.477, 1.094, -1.514], [-0.063, 0.902, -0.062], [0.487, -0.434, 0.321], [0.800, -1.070, 1.553], [0.474, -2.675, 1.460], [1.144, -3.394, 0.790], [-1.560, 2.417, -2.665], [-1.860, 2.575, -1.057], [0.451, 1.083, -2.084], [-1.018, 0.144, -1.735], [-0.854, 1.100, 0.645], [0.741, 1.611, 0.182], [0.937, -0.878, -0.467], [1.881, -1.167, 1.719], [0.269, -0.602, 2.380], [-0.197, -3.066, 2.278]],
  "nbo_charge": [-0.84, -0.22, -0.19, -0.67, -0.29, 0.45, -0.52, 0.37, 0.36, 0.19, 0.17, 0.18, 0.17, 0.37, 0.18, 0.20, 0.10]
}


Stability, lowest: B)


A) {
  "formula": "C4H10N2O",
  "method": "ωB97M-V/def2-TZVPD",
  "e_homo_ev": -8.72,
  "lumo_ev": 0.870,
  "gap_ev": 9.59,
  "species": ["C", "C", "C", "C", "H", "H", "H", "H", "H", "H", "H", "H", "H", "H", "N", "N", "O"],
  "xyz": [[-1.870, 0.784, -0.658], [-0.670, -0.065, -1.430], [-0.273, -0.983, -0.324], [2.670, -0.193, 1.069], [-0.665, 1.472, 0.867], [-2.391, 0.121, 0.150], [-2.520, 1.324, -1.243], [-1.126, -0.631, -2.208], [0.061, 0.637, -1.672], [0.200, -2.009, -0.488], [-1.072, -1.370, 0.200], [0.396, -0.548, 1.595], [3.929, -0.132, 0.882], [2.523, -0.311, 2.183], [0.483, -0.204, 0.599], [1.668, 0.174, 0.276], [-1.343, 1.933, 0.202]],
  "nbo_charge": [-0.05, -0.44, -0.21, -0.20, 0.47, 0.15, 0.18, 0.21, 0.24, 0.18, 0.20, 0.33, 0.20, 0.15, -0.44, -0.22, -0.76]
}


B) {
  "formula": "C4H10N2O",
  "method": "ωB97M-V/def2-TZVPD",
  "e_homo_ev": -9.19,
  "lumo_ev": 0.885,
  "gap_ev": 10.07,
  "species": ["C", "C", "C", "C", "N", "O", "N", "H", "H", "H", "H", "H", "H", "H", "H", "H", "H"],
  "xyz": [[-0.092, -1.274, -1.085], [0.977, -0.196, -1.223], [1.016, 0.886, -0.089], [-0.247, 0.934, 0.727], [-1.165, 1.884, 0.319], [-0.520, 0.157, 1.621], [0.250, -2.135, 0.039], [-1.054, -0.757, -0.976], [-0.110, -1.840, -2.009], [0.896, 0.315, -2.188], [1.912, -0.741, -1.286], [1.157, 1.820, -0.614], [1.909, 0.678, 0.479], [-2.079, 1.673, 0.726], [-1.086, 2.241, -0.619], [-0.063, -3.089, -0.116], [-0.301, -1.863, 0.848]],
  "nbo_charge": [-0.22, -0.38, -0.52, 0.69, -0.83, -0.63, -0.85, 0.16, 0.19, 0.19, 0.22, 0.21, 0.25, 0.40, 0.39, 0.35, 0.38]
}


C) {
  "formula": "C4H10N2O",
  "method": "ωB97M-V/def2-TZVPD",
  "e_homo_ev": -9.26,
  "lumo_ev": 0.877,
  "gap_ev": 10.13,
  "species": ["N", "C", "C", "C", "N", "C", "O", "H", "H", "H", "H", "H", "H", "H", "H", "H", "H"],
  "xyz": [[1.278, -1.748, 1.077], [0.557, -0.606, 0.547], [-0.542, -0.157, 1.504], [-0.104, -0.655, -0.878], [-0.403, 0.469, -1.680], [-0.285, 1.743, -1.152], [-0.421, -1.703, -1.392], [0.780, -2.638, 1.011], [2.203, -1.866, 0.603], [1.463, 0.052, 0.334], [-1.064, -1.100, 1.835], [-1.203, 0.802, 1.182], [-0.276, 0.451, 2.438], [-1.006, 0.473, -2.480], [0.374, 2.510, -1.649], [-1.348, 2.241, -1.197], [-0.006, 1.730, -0.105]],
  "nbo_charge": [-0.82, -0.15, -0.65, 0.66, -0.64, -0.41, -0.61, 0.37, 0.37, 0.21, 0.24, 0.23, 0.23, 0.41, 0.19, 0.17, 0.20]
}


D) {
  "formula": "C4H10N2O",
  "method": "ωB97M-V/def2-TZVPD",
  "e_homo_ev": -9.22,
  "lumo_ev": 0.341,
  "gap_ev": 9.56,
  "species": ["N", "C", "C", "N", "C", "C", "O", "H", "H", "H", "H", "H", "H", "H", "H", "H", "H"],
  "xyz": [[1.646, 1.428, -1.575], [1.612, 1.201, -0.088], [0.229, 0.931, 0.528], [-0.108, -0.587, 0.345], [-1.337, -1.077, 0.956], [-2.121, -1.788, -0.074], [-2.849, -1.175, -0.860], [2.513, 0.974, -1.732], [0.907, 0.802, -1.985], [2.242, 1.959, 0.452], [2.240, 0.393, 0.129], [-0.486, 1.719, 0.302], [0.248, 1.003, 1.630], [-0.313, -1.040, -0.689], [-0.948, -1.754, 1.819], [-1.839, -0.200, 1.285], [-1.637, -2.788, -0.442]],
  "nbo_charge": [-0.81, -0.24, -0.23, -0.62, -0.34, 0.40, -0.50, 0.35, 0.35, 0.19, 0.18, 0.20, 0.20, 0.35, 0.19, 0.21, 0.12]
}


Stability, lowest: A)


A) {
  "formula": "C4H10N2O",
  "method": "ωB97M-V/def2-TZVPD",
  "e_homo_ev": -8.25,
  "lumo_ev": 0.876,
  "gap_ev": 9.12,
  "species": ["C", "C", "C", "C", "H", "H", "H", "H", "H", "H", "H", "H", "H", "H", "N", "N", "O"],
  "xyz": [[2.460, 0.816, -0.891], [-0.709, 0.299, 0.519], [-1.642, 1.110, 1.386], [-1.150, -1.142, 0.378], [2.222, 1.789, -1.343], [3.116, 0.375, -1.543], [3.054, 0.999, 0.013], [1.321, -0.868, -0.528], [-2.517, 1.396, 0.767], [-2.033, 0.599, 2.318], [-1.069, 2.069, 1.725], [-0.909, -1.590, 1.332], [-2.229, -1.194, 0.433], [-0.675, -1.380, -1.470], [1.207, 0.149, -0.724], [0.324, 0.825, 0.042], [-0.593, -1.939, -0.662]],
  "nbo_charge": [-0.40, 0.17, -0.65, -0.14, 0.20, 0.20, 0.17, 0.37, 0.22, 0.22, 0.24, 0.19, 0.18, 0.48, -0.47, -0.26, -0.71]
}


B) {
  "formula": "C4H10N2O",
  "method": "ωB97M-V/def2-TZVPD",
  "e_homo_ev": -8.61,
  "lumo_ev": 0.837,
  "gap_ev": 9.45,
  "species": ["C", "C", "C", "C", "H", "H", "H", "H", "H", "H", "H", "H", "H", "H", "N", "N", "O"],
  "xyz": [[-1.840, -1.261, -0.784], [-1.252, 0.289, -0.678], [0.037, 0.679, 0.022], [1.808, -0.843, -0.001], [-2.116, -1.821, 0.122], [-2.743, -1.314, -1.262], [-1.222, -2.000, -1.408], [-1.060, 0.575, -1.781], [-2.104, 1.013, -0.380], [1.695, -1.095, 1.182], [2.876, -0.727, -0.512], [1.358, -1.918, -0.624], [1.819, 2.257, 1.297], [0.829, 2.572, 2.470], [-0.187, 1.472, 1.054], [0.976, 1.748, 1.826], [1.126, 0.375, -0.544]],
  "nbo_charge": [-0.61, -0.46, 0.50, -0.31, 0.21, 0.21, 0.20, 0.21, 0.24, 0.24, 0.22, 0.18, 0.33, 0.36, -0.30, -0.69, -0.53]
}


Stability, lowest: B)


A) {
  "formula": "C4H10N2O",
  "method": "ωB97M-V/def2-TZVPD",
  "e_homo_ev": -9.49,
  "lumo_ev": 0.868,
  "gap_ev": 10.36,
  "species": ["C", "N", "C", "N", "O", "C", "C", "H", "H", "H", "H", "H", "H", "H", "H", "H", "H"],
  "xyz": [[0.465, 1.059, -0.114], [0.694, 0.499, 1.181], [0.958, -0.709, 1.735], [1.078, -1.771, 0.849], [0.934, -0.903, 2.932], [-1.004, 0.901, -0.617], [-1.165, -0.122, -1.734], [1.227, 0.735, -0.838], [0.704, 2.124, -0.061], [0.615, 1.148, 1.950], [0.732, -1.657, -0.085], [1.416, -2.555, 1.347], [-1.551, 0.696, 0.299], [-1.442, 1.872, -0.875], [-1.488, -1.079, -1.324], [-1.950, 0.153, -2.433], [-0.222, -0.391, -2.211]],
  "nbo_charge": [-0.22, -0.65, 0.78, -0.88, -0.66, -0.43, -0.63, 0.20, 0.21, 0.40, 0.40, 0.41, 0.22, 0.21, 0.21, 0.22, 0.20]
}


B) {
  "formula": "C4H10N2O",
  "method": "ωB97M-V/def2-TZVPD",
  "e_homo_ev": -7.60,
  "lumo_ev": 0.817,
  "gap_ev": 8.42,
  "species": ["C", "C", "N", "C", "N", "C", "O", "H", "H", "H", "H", "H", "H", "H", "H", "H", "H"],
  "xyz": [[-1.837, 0.201, 0.833], [1.047, 1.435, 0.446], [-0.546, -0.274, -0.327], [0.832, 0.057, -0.105], [-0.858, -1.485, -0.997], [1.831, -0.791, -0.364], [-1.277, 0.793, -0.947], [-0.297, -2.236, -0.608], [-0.627, -1.351, -1.982], [-2.561, -0.551, 0.551], [-1.284, -0.073, 1.733], [-2.250, 1.199, 0.936], [0.502, 1.582, 1.380], [0.679, 2.174, -0.265], [2.106, 1.604, 0.636], [2.847, -0.510, -0.131], [1.692, -1.774, -0.789]],
  "nbo_charge": [-0.21, -0.65, 0.04, 0.18, -0.65, -0.45, -0.68, 0.35, 0.36, 0.22, 0.16, 0.21, 0.22, 0.26, 0.22, 0.21, 0.20]
}


C) {
  "formula": "C4H10N2O",
  "method": "ωB97M-V/def2-TZVPD",
  "e_homo_ev": -8.41,
  "lumo_ev": 0.787,
  "gap_ev": 9.19,
  "species": ["N", "C", "C", "N", "C", "C", "O", "H", "H", "H", "H", "H", "H", "H", "H", "H", "H"],
  "xyz": [[-0.868, 0.612, -2.551], [-1.210, -0.656, -1.899], [-0.389, -0.755, -0.573], [-0.153, 0.500, 0.103], [-0.166, 0.600, 1.549], [1.007, -0.253, 2.139], [2.123, -0.084, 1.702], [-1.487, 0.943, -3.271], [-0.573, 1.398, -1.991], [-0.949, -1.511, -2.531], [-2.267, -0.741, -1.623], [0.585, -1.264, -0.722], [-0.876, -1.504, 0.055], [0.535, 1.073, -0.390], [0.025, 1.663, 1.840], [-1.074, 0.133, 1.897], [0.918, -0.721, 3.145]],
  "nbo_charge": [-0.87, -0.21, -0.23, -0.65, -0.30, 0.40, -0.52, 0.37, 0.37, 0.19, 0.16, 0.18, 0.19, 0.38, 0.23, 0.19, 0.11]
}


D) {
  "formula": "C4H10N2O",
  "method": "ωB97M-V/def2-TZVPD",
  "e_homo_ev": -9.38,
  "lumo_ev": 0.966,
  "gap_ev": 10.34,
  "species": ["C", "N", "C", "C", "N", "C", "O", "H", "H", "H", "H", "H", "H", "H", "H", "H", "H"],
  "xyz": [[-2.944, 0.290, -0.366], [-1.611, 0.513, -0.279], [-0.838, 0.087, 0.875], [0.452, -0.587, 0.437], [1.348, 0.408, -0.158], [2.547, -0.199, -0.722], [-3.596, -0.366, 0.421], [-3.437, 0.768, -1.226], [-1.213, 1.248, -0.843], [-0.591, 0.942, 1.510], [-1.453, -0.608, 1.441], [0.214, -1.333, -0.324], [0.906, -1.098, 1.296], [1.629, 1.023, 0.601], [3.078, -0.863, -0.026], [2.262, -0.799, -1.587], [3.244, 0.570, -1.050]],
  "nbo_charge": [0.53, -0.62, -0.24, -0.23, -0.63, -0.41, -0.62, 0.11, 0.40, 0.18, 0.24, 0.20, 0.17, 0.35, 0.16, 0.19, 0.20]
}


Stability, lowest: B)


A) {
  "formula": "CH4S3",
  "method": "ωB97M-V/def2-TZVPD",
  "e_homo_ev": [-9.25, -8.76],
  "lumo_ev": [-1.721, -2.104],
  "gap_ev": [7.53, 6.65],
  "species": ["C", "S", "S", "S", "H", "H", "H", "H"],
  "xyz": [[1.171, 3.081, -0.142], [-3.376, -1.470, -0.249], [0.002, 1.761, -0.730], [-1.377, 1.546, 0.618], [2.149, 2.642, 0.260], [0.549, 3.458, 0.650], [1.254, 3.802, -0.948], [-3.054, -0.197, -0.778]],
  "nbo_charge": [-0.75, -0.13, 0.25, -0.19, 0.24, 0.24, 0.23, 0.12]
}


B) {
  "formula": "CH4S3",
  "method": "ωB97M-V/def2-TZVPD",
  "e_homo_ev": -8.53,
  "lumo_ev": 0.189,
  "gap_ev": 8.72,
  "species": ["C", "S", "S", "S", "H", "H", "H", "H"],
  "xyz": [[1.606, 0.124, 0.229], [-2.644, -1.067, -0.561], [0.361, 0.724, -0.970], [-1.147, 0.186, 0.268], [1.866, -0.950, 0.199], [1.062, 0.325, 1.111], [2.443, 0.689, 0.207], [-3.546, -0.032, -0.482]],
  "nbo_charge": [-0.71, -0.12, 0.10, -0.07, 0.22, 0.22, 0.21, 0.14]
}


Stability, lowest: A)